{
  "formula": "C2H7LiO3",
  "method": "the ωB97M-V functional and the def2-TZVPD basis",
  "lumo_ev": [-4.2, -8.0],
  "gap_ev": [10.3, 6.5],
  "multiplicity": 2,
  "de_lowest_kj_mol": 29.2,
  "charge": 1,
  "largest_force_ev_per_a": 3.71,
  "species": ["O", "C", "C", "O", "H", "H", "H", "H", "H", "H", "Li", "O", "H"],
  "coordinates": [[0.664790, 0.286345, 1.268370], [1.383231, -0.175294, 0.137571], [0.545603, 0.075715, -1.102282], [1.183901, -0.556401, -2.181714], [0.403685, -0.520710, 1.896108], [1.557263, -1.256365, 0.262470], [2.369287, 0.305992, 0.049383], [0.474347, 1.164847, -1.275765], [-0.470747, -0.332474, -0.939131], [0.685786, -0.402667, -2.988411], [-0.833868, 1.446973, 1.241718], [-2.161452, -0.030907, 1.266508], [-2.691319, -0.283183, 0.487148]],
  "forces_ev_per_a": [[-1.5, -1.8, 2.9], [0.6, -1.2, -0.7], [0.1, 0.0, -0.3], [0.0, 0.0, 0.3], [1.1, 2.5, -2.1], [0.0, 0.4, -0.3], [-0.4, 0.0, 0.2], [-0.1, -0.1, 0.1], [0.1, 0.1, 0.0], [0.0, 0.0, -0.1], [0.1, -0.1, 0.1], [0.1, 0.2, -0.1], [-0.2, -0.1, 0.0]],
  "lowdin_spin": [0.0226, 0.0011, 0.0047, 0.0027, -0.0003, 0.0001, 0.0016, 0.0001, 0.0028, 0.0001, -0.0034, 0.9512, 0.0169]
}


{
  "formula": "C4H10N2",
  "method": "the ωB97M-V functional and the def2-TZVPD basis",
  "lumo_ev": [0.8, 0.4],
  "gap_ev": [9.0, 8.1],
  "de_lowest_kj_mol": 580.8,
  "largest_force_ev_per_a": 4.72,
  "species": ["C", "C", "C", "C", "N", "N", "H", "H", "H", "H", "H", "H", "H", "H", "H", "H"],
  "coordinates": [[0.144094, -0.769727, 0.627377], [-0.672349, -1.780968, -0.007379], [2.241010, 0.559544, 0.019211], [-1.949235, 1.633451, -0.528787], [0.850664, 0.102737, -0.257394], [-0.207696, 0.651992, 0.551154], [0.656524, -1.051702, 1.537501], [-0.172895, -2.762299, 0.158031], [-1.108274, -1.563956, -0.991938], [-1.622418, -2.080490, 0.631439], [2.922974, -0.283353, 0.002368], [2.590970, 1.011444, -0.884640], [2.204902, 1.208618, 0.841212], [-2.720913, 1.439092, 0.249538], [-1.467451, 2.572095, -0.469801], [-1.689903, 1.113526, -1.477899]],
  "forces_ev_per_a": [[0.1, 1.8, -0.5], [-3.1, -3.2, 1.7], [-1.4, -1.2, -1.7], [1.3, -1.9, 0.5], [-0.3, 0.2, -0.2], [0.7, 0.5, -0.1], [-0.1, 0.0, 0.4], [0.1, 0.4, -1.2], [0.9, -0.1, 0.2], [1.5, 1.2, -0.8], [-0.1, -0.5, 1.1], [-0.1, 1.2, -0.4], [0.7, 0.8, 1.3], [0.6, -0.2, -1.3], [0.3, 0.9, 0.2], [-1.1, 0.1, 1.0]],
  "nbo_charge": [0.0135, -0.6356, -0.4361, -0.4527, -0.3019, -0.2290, 0.1768, 0.2213, 0.2364, 0.2083, 0.2051, 0.2050, 0.2043, 0.2040, 0.1773, 0.2032]
}


{
  "formula": "C8H23BrNO5V",
  "method": "the ωB97M-V functional and the def2-TZVPD basis",
  "lumo_ev": -3.9,
  "gap_ev": 4.8,
  "largest_force_ev_per_a": 3.54,
  "species": ["O", "V", "O", "Br", "C", "C", "C", "O", "C", "N", "H", "H", "H", "H", "H", "H", "H", "H", "H", "H", "H", "C", "C", "O", "H", "H", "H", "H", "H", "H", "C", "C", "O", "H", "H", "H", "H", "H", "H"],
  "coordinates": [[-0.486119, -5.018892, 1.185823], [0.287081, -4.181042, 2.271803], [1.754271, -4.830492, 2.466993], [1.375641, -0.771902, 0.206313], [-5.538439, -1.250432, 2.596983], [-4.534359, -2.144292, 1.931483], [-4.636999, -2.147442, 0.346033], [-5.978389, -2.325852, -0.041757], [-6.223329, -2.596022, -1.410657], [-3.224539, -1.826392, 2.469003], [-6.530939, -1.668872, 2.429833], [-5.588439, -0.252662, 2.161023], [-5.378659, -1.143662, 3.669913], [-4.863129, -3.121132, 2.286143], [-4.004999, -2.967622, 0.005473], [-4.203579, -1.194572, 0.042253], [-6.113689, -3.653972, -1.649017], [-5.670409, -1.892362, -2.032947], [-7.297029, -2.479242, -1.557737], [-2.931589, -0.987682, 1.988533], [-3.344409, -1.447442, 3.397513], [6.283991, 0.837388, -2.826317], [5.066161, 0.824608, -3.744167], [4.541461, -0.466622, -3.633527], [6.776671, 1.809378, -2.851027], [6.989041, 0.102938, -3.215657], [6.107711, 0.541598, -1.792137], [5.206641, 1.205018, -4.755917], [4.276591, 1.465608, -3.351997], [4.067231, -0.408272, -2.800887], [3.778891, 5.694748, 0.707863], [3.774241, 4.186378, 0.459463], [3.914621, 3.502008, 1.674473], [3.959961, 6.156698, -0.262657], [4.592241, 5.966618, 1.380653], [2.809551, 6.047768, 1.059803], [4.542631, 3.920318, -0.266397], [2.841321, 3.901268, -0.026827], [3.603081, 2.614538, 1.482253]],
  "forces_ev_per_a": [[1.0, 0.8, 1.4], [2.4, -0.8, -2.0], [-3.3, 1.2, -0.3], [-0.4, -1.0, 0.7], [-1.5, 0.7, -0.7], [-1.4, -0.5, 0.0], [0.5, -0.3, 1.9], [0.0, 0.1, 0.6], [-0.6, 0.0, 0.5], [1.2, 0.0, -0.7], [-0.2, 0.1, 0.2], [0.3, 0.2, 0.0], [0.1, -0.2, 0.0], [0.5, -0.5, -0.2], [0.1, 0.0, -0.3], [-0.1, 0.2, -0.6], [0.9, -0.1, -0.1], [0.1, -0.3, -0.3], [0.0, 0.6, 0.0], [0.6, 0.2, -0.5], [-0.1, -0.4, 0.4], [0.8, 0.6, -1.0], [-0.3, 0.7, 1.8], [-0.7, -0.9, -0.8], [0.1, 0.1, 0.2], [0.1, 0.0, -0.1], [-0.5, 0.2, -0.1], [0.5, -0.7, -0.2], [0.1, 0.7, 0.1], [-0.2, -0.7, 0.0], [0.1, -0.6, -0.7], [-0.4, 0.9, -0.4], [0.0, -0.4, 0.2], [0.0, 0.3, 0.0], [-0.1, 0.0, 0.1], [0.2, 0.0, 0.3], [0.5, 0.0, 0.1], [-0.3, 0.0, 0.0], [0.1, -0.3, 0.4]],
  "lowdin_charge": [-0.2780, 1.1065, -0.3030, -0.5548, -0.0854, -0.4406, -0.1791, -0.1948, -0.0935, 0.0281, 0.0786, 0.0858, 0.0772, 0.1280, 0.1220, 0.1235, 0.0855, 0.0927, 0.0857, 0.0714, 0.0575, -0.0926, -0.3350, -0.0823, 0.0659, 0.0717, 0.0731, 0.1121, 0.1008, 0.0779, -0.0843, -0.3500, -0.0698, 0.0675, 0.0742, 0.0705, 0.1008, 0.1077, 0.0786]
}


{
  "formula": "C5H13N2",
  "method": "the ωB97M-V functional and the def2-TZVPD basis",
  "lumo_ev": -3.7,
  "gap_ev": 9.6,
  "de_lowest_kj_mol": 303.1,
  "charge": 1,
  "smiles": "C[C@H](N)C/C=C/[NH3+]",
  "largest_force_ev_per_a": 2.33,
  "species": ["C", "C", "N", "C", "C", "C", "N", "H", "H", "H", "H", "H", "H", "H", "H", "H", "H", "H", "H", "H"],
  "coordinates": [[-2.445707, 0.727743, 0.479025], [-0.941728, 0.697470, 0.315383], [-0.513311, 0.573444, -1.109087], [-0.268836, -0.387213, 1.195754], [0.719035, -1.161960, 0.373747], [1.968017, -0.708282, 0.298492], [2.548722, -0.450021, -1.038188], [-2.948469, 1.655728, 0.211747], [-2.703741, 0.655777, 1.543370], [-2.939630, -0.125189, 0.006394], [-0.593121, 1.676757, 0.646610], [-0.994385, -0.201180, -1.554499], [-0.812284, 1.436627, -1.548335], [-1.093680, -1.073822, 1.408274], [0.151556, -0.014543, 2.125594], [0.239350, -1.838117, -0.325863], [2.621379, -0.494976, 1.132062], [2.843171, 0.529792, -1.077853], [1.793562, -0.517793, -1.728479], [3.370096, -0.980242, -1.354157]],
  "forces_ev_per_a": [[-0.7, -0.4, 1.1], [0.5, 0.7, -0.7], [0.2, 0.4, 0.5], [-1.0, -2.0, 0.7], [-0.3, 1.2, 0.1], [0.3, -0.6, -0.1], [0.7, -0.6, -0.5], [0.3, 0.0, -0.6], [0.2, -0.2, 0.0], [0.1, 0.1, -0.2], [0.4, -0.1, 0.0], [-0.3, 0.2, -0.1], [-0.1, -0.2, -0.4], [0.1, 0.0, 0.6], [-0.1, 0.2, 0.0], [0.3, 0.5, -0.8], [-0.3, 1.0, 0.0], [-0.2, 0.0, 0.2], [0.0, 0.0, 0.0], [-0.2, -0.3, 0.2]],
  "nbo_charge": [-0.6389, -0.0393, -0.8822, -0.4563, -0.0728, -0.1065, -0.6917, 0.2358, 0.2279, 0.2125, 0.2039, 0.3599, 0.3827, 0.2215, 0.2434, 0.2151, 0.2375, 0.4485, 0.4622, 0.4370]
}


Number 1: energy -313.3496 Ha. Number 2: energy -267.7041 Ha. Number 3: energy -4267.3696 Ha. Number 4: energy -307.5061 Ha.